No. 1
A structure of composition C78H72MnN2O6PS2 at a distorted geometry, computed with wB97M-V/def2-TZVPD.

For the HOMO energy (spin up / spin down), the calculation gives -3.42 / -3.98 eV. The total energy comes out at -5864.98072 a.u. As for the expectation value of S²: 0.7637. The calculation puts the gap between HOMO and LUMO (spin up / spin down) at 4.940 / 5.494 eV. As for the net charge: -1. Its spin multiplicity is 2.

XYZ file:
```
162
Properties=species:S:1:pos:R:3:lowdin_charge:R:1
Mn -0.776 -0.654 0.457 0.36
O -0.198 -0.585 2.315 -0.12
C -1.401 -0.432 2.253 -0.42
C -2.561 -0.068 2.892 -0.19
C -2.701 0.199 4.282 0.01
C -3.917 0.583 4.771 -0.08
C -5.030 0.756 3.925 -0.06
C -4.919 0.513 2.568 -0.07
C -3.718 0.071 2.041 -0.28
P -3.347 -0.334 0.324 1.15
C -3.966 -2.032 -0.018 -0.30
C -3.949 -2.445 -1.325 -0.04
C -3.173 -3.645 -1.887 -0.21
C -2.465 -4.566 0.385 -0.12
C -3.035 -3.836 1.522 0.00
C -3.782 -2.760 1.255 -0.10
C -4.519 0.779 -0.542 -0.33
C -4.191 2.131 -0.610 -0.12
C -5.044 3.036 -1.209 -0.07
C -6.250 2.602 -1.739 -0.09
C -6.594 1.263 -1.655 -0.09
C -5.737 0.351 -1.065 -0.09
H -1.835 0.095 4.920 0.12
H -4.034 0.759 5.832 0.10
H -5.973 1.084 4.340 0.10
H -5.769 0.654 1.914 0.11
H -4.120 -1.668 -2.067 0.10
H -2.757 -3.280 -2.841 0.13
H -2.997 -5.496 0.197 0.15
H -2.968 -4.238 2.526 0.12
H -4.271 -2.258 2.086 0.09
H -3.249 2.448 -0.191 0.02
H -4.770 4.082 -1.260 0.10
H -6.918 3.304 -2.217 0.10
H -7.545 0.928 -2.048 0.10
H -6.012 -0.693 -1.003 0.09
S -0.957 1.718 0.592 0.84
C 0.142 3.000 1.003 -0.58
N 0.120 4.112 0.180 -0.12
C 1.081 5.151 0.454 -0.13
C 1.217 5.361 1.957 -0.14
N 1.643 4.110 2.524 -0.16
C 2.318 4.191 3.792 -0.18
C 3.719 4.730 3.691 -0.19
C 4.422 5.040 4.851 -0.05
C 5.720 5.513 4.787 -0.10
C 6.338 5.693 3.560 -0.11
C 5.650 5.385 2.401 -0.09
C 4.352 4.909 2.467 -0.06
C 0.965 2.966 2.140 -0.68
S 1.135 1.574 3.072 0.80
C -1.100 4.542 -0.480 -0.16
C -1.918 5.441 0.411 -0.21
C -2.000 6.809 0.180 -0.06
C -2.705 7.631 1.042 -0.10
C -3.325 7.094 2.157 -0.10
C -3.257 5.729 2.391 -0.08
C -2.554 4.908 1.528 -0.03
H 0.767 6.077 -0.027 0.12
H 2.052 4.848 0.044 0.12
H 0.244 5.681 2.368 0.13
H 1.967 6.124 2.187 0.12
H 2.342 3.168 4.195 0.04
H 1.734 4.808 4.497 0.14
H 3.944 4.900 5.810 0.11
H 6.255 5.747 5.696 0.09
H 7.349 6.073 3.510 0.09
H 6.133 5.503 1.440 0.10
H 3.825 4.652 1.564 0.08
H -1.662 3.644 -0.736 0.05
H -0.820 5.064 -1.401 0.13
H -1.525 7.235 -0.694 0.11
H -2.771 8.692 0.842 0.10
H -3.861 7.737 2.840 0.09
H -3.758 5.300 3.245 0.10
H -2.499 3.846 1.711 0.09
C 3.824 -5.420 1.007 0.02
C 3.358 -4.401 -0.041 -0.56
C 4.219 -4.517 -1.310 0.02
O 2.011 -4.643 -0.384 -0.02
C 1.252 -3.465 -0.217 -0.12
C 2.182 -2.473 0.502 -0.13
O 3.445 -3.110 0.514 -0.01
C 2.220 -1.063 -0.173 -0.41
O 0.942 -0.619 -0.347 -0.21
C 3.081 -0.066 0.604 -0.15
C 3.918 -0.391 1.657 -0.04
C 4.823 0.546 2.132 -0.08
C 4.921 1.796 1.550 -0.10
C 4.060 2.133 0.520 -0.09
C 3.128 1.219 0.073 -0.03
C 2.970 -1.163 -1.513 -0.11
C 4.351 -1.331 -1.535 -0.03
C 5.031 -1.373 -2.737 -0.09
C 4.349 -1.245 -3.937 -0.11
C 2.980 -1.054 -3.920 -0.08
C 2.303 -1.000 -2.714 -0.01
C -0.059 -3.726 0.585 -0.36
O -0.624 -2.506 0.879 -0.25
C 0.291 -4.467 1.883 -0.10
C 0.735 -5.785 1.898 -0.04
C 1.132 -6.388 3.083 -0.10
C 1.053 -5.699 4.280 -0.11
C 0.574 -4.400 4.283 -0.08
C 0.206 -3.793 3.096 -0.01
C -1.068 -4.588 -0.241 -0.18
C -0.751 -5.753 -1.064 0.00
C -1.634 -6.376 -1.864 -0.08
C -3.045 -6.125 -2.150 -0.11
C -3.757 -4.990 -2.164 -0.06
C -2.150 -3.714 -0.791 -0.19
H 3.654 -6.426 0.638 0.09
H 3.266 -5.277 1.928 0.07
H 4.881 -5.266 1.198 0.09
H 4.285 -5.560 -1.605 0.08
H 5.213 -4.126 -1.117 0.09
H 3.758 -3.951 -2.114 0.08
H 0.965 -3.071 -1.204 0.16
H 1.836 -2.318 1.534 0.16
H 3.901 -1.379 2.088 0.11
H 5.475 0.288 2.956 0.10
H 5.672 2.497 1.893 0.09
H 4.125 3.102 0.043 0.09
H 2.450 1.474 -0.731 0.13
H 4.892 -1.419 -0.607 0.12
H 6.105 -1.493 -2.738 0.10
H 4.888 -1.276 -4.874 0.09
H 2.432 -0.934 -4.843 0.09
H 1.245 -0.799 -2.687 0.08
H 0.806 -6.350 0.985 0.10
H 1.522 -7.399 3.065 0.10
H 1.360 -6.169 5.204 0.09
H 0.491 -3.848 5.211 0.10
H -0.152 -2.775 3.103 0.10
H 0.274 -6.099 -1.052 0.10
H -1.272 -7.265 -2.373 0.09
H -3.569 -7.024 -2.458 0.09
H -4.799 -5.017 -2.458 0.10
H -1.903 -2.706 -0.502 0.09
C -0.633 1.370 -7.698 -0.05
C -0.713 0.717 -6.349 -0.25
C -0.434 -0.636 -6.181 -0.02
C -0.495 -1.260 -4.951 -0.20
C -0.184 -2.727 -4.883 -0.03
C -0.859 -0.515 -3.792 -0.10
C -0.919 -1.171 -2.523 -0.11
O -1.299 -0.686 -1.408 -0.18
C -1.142 0.868 -3.967 -0.16
C -1.522 1.701 -2.793 -0.04
C -1.059 1.448 -5.217 0.00
H -0.726 0.633 -8.494 0.07
H 0.322 1.882 -7.826 0.09
H -1.423 2.110 -7.817 0.08
H -0.153 -1.227 -7.044 0.11
H 0.086 -3.092 -5.872 0.08
H -1.049 -3.293 -4.535 0.08
H 0.647 -2.930 -4.207 0.08
H -0.626 -2.227 -2.525 0.12
H -2.425 1.308 -2.324 0.07
H -1.695 2.736 -3.086 0.08
H -0.735 1.664 -2.037 0.06
H -1.271 2.507 -5.315 0.12
```

***

No. 2
An isolated molecule of C21H20F3N3O3S, computed with wB97M-V/def2-TZVPD.

For the HOMO energy, the calculation gives -8.45 eV. The value obtained for the energy above the lowest of the compared OMol25 structures with the same formula, charge and spin is 0.00 kcal per mole. The total energy comes out at -1900.08146 a.u. The calculation puts the gap between HOMO and LUMO at 8.650 eV. As for the structure (SMILES): CC(C)(CC(=O)O)CC(=O)Nc1ccc(-n2nc(C(F)(F)F)cc2-c2cccs2)cc1.

XYZ file:
```
51
Properties=species:S:1:pos:R:3:lowdin_charge:R:1
C -5.268 -1.453 -2.091 -0.04
H -4.263 -1.036 -2.126 0.08
H -5.203 -2.536 -2.180 0.09
H -5.816 -1.079 -2.953 0.09
C -5.989 -1.061 -0.798 -0.53
C -7.396 -1.660 -0.798 -0.04
H -7.939 -1.341 0.086 0.08
H -7.348 -2.747 -0.804 0.09
H -7.946 -1.339 -1.680 0.09
C -5.224 -1.615 0.426 -0.06
C -3.900 -0.914 0.640 -0.44
O -3.804 0.149 1.212 0.09
N -2.837 -1.589 0.101 0.13
C -1.488 -1.240 0.093 -0.21
C -0.990 -0.129 0.772 0.01
C 0.359 0.161 0.731 -0.01
C 1.225 -0.640 -0.004 -0.20
C 0.738 -1.762 -0.667 0.00
C -0.607 -2.057 -0.618 -0.01
H -0.982 -2.929 -1.134 0.11
H 1.427 -2.393 -1.205 0.11
N 2.607 -0.384 -0.042 -0.03
C 3.268 0.806 -0.117 -0.22
C 4.620 0.505 -0.023 0.05
C 4.662 -0.889 0.089 -0.18
N 3.444 -1.407 0.073 0.18
C 5.864 -1.758 0.208 -0.58
F 7.000 -1.047 0.119 0.14
F 5.927 -2.695 -0.752 0.14
F 5.921 -2.415 1.379 0.14
H 5.445 1.185 -0.050 0.11
C 2.668 2.092 -0.354 -0.47
C 1.524 2.413 -1.034 -0.12
C 1.303 3.802 -1.107 -0.18
C 2.275 4.522 -0.490 -0.41
S 3.491 3.523 0.192 1.06
H 2.355 5.587 -0.393 0.06
H 0.455 4.242 -1.601 0.10
H 0.872 1.682 -1.478 0.12
H 0.739 1.007 1.280 0.12
H -1.662 0.494 1.337 0.10
H -3.046 -2.456 -0.376 0.14
H -5.834 -1.437 1.313 0.13
H -5.085 -2.690 0.307 0.13
C -6.073 0.474 -0.736 -0.05
C -6.504 1.041 0.596 -0.53
O -7.146 0.482 1.445 0.10
O -6.116 2.313 0.713 0.12
H -6.367 2.663 1.582 0.14
H -6.794 0.825 -1.478 0.14
H -5.110 0.928 -0.976 0.13
```

***

No. 3
A cluster of 2 separate species, C3H7O3Si in total at a distorted geometry, computed with wB97M-V/def2-TZVPD.

For the HOMO energy (spin up / spin down), the calculation gives -1.05 / -3.69 eV. The total energy comes out at -633.64509 a.u. As for the expectation value of S²: 2.0067. The calculation puts the gap between HOMO and LUMO (spin up / spin down) at 4.947 / 6.284 eV. As for the net charge: -1. Its spin multiplicity is 3.

XYZ file:
```
14
Properties=species:S:1:pos:R:3:lowdin_charge:R:1
C 2.181 -1.190 -0.805 -0.85
C -2.310 0.140 -0.605 -0.21
C -1.488 0.228 0.645 -0.18
O 1.887 -1.415 -1.992 -0.12
O 3.162 -1.410 -0.063 -0.12
O 2.219 0.710 1.470 -0.36
Si 1.356 0.328 0.099 0.64
H -1.792 -0.441 -1.418 0.08
H -3.240 -0.261 -0.438 0.02
H -2.438 1.195 -0.950 0.07
H -1.636 -0.659 1.253 0.02
H -1.791 1.115 1.278 0.05
H 2.612 -0.100 1.903 0.05
H 1.276 1.759 -0.379 -0.08
```

***

No. 4
A structure of composition C5H10N2O2 at a distorted geometry, computed with wB97M-V/def2-TZVPD.

For the HOMO energy, the calculation gives -8.38 eV. The value obtained for the energy above the lowest of the compared OMol25 structures with the same formula, charge and spin is 93.43 kcal per mole. The total energy comes out at -456.40531 a.u. The calculation puts the gap between HOMO and LUMO at 8.718 eV.

XYZ file:
```
19
Properties=species:S:1:pos:R:3:lowdin_charge:R:1
C 1.075 0.160 -1.456 -0.07
C 0.797 1.129 0.329 -0.18
C 1.421 0.265 1.412 -0.14
C -1.168 0.371 -0.123 -0.54
C -0.709 -0.993 -0.724 -0.33
N -1.559 -2.017 -0.630 0.18
O -1.703 0.167 1.151 0.05
N 0.430 -1.021 -1.313 0.04
O -1.727 1.128 -0.917 0.06
H -2.354 0.871 1.288 0.12
H -2.325 -1.958 0.025 0.11
H -1.396 -2.869 -1.147 0.12
H 2.159 0.084 -1.500 0.10
H 0.607 0.909 -2.094 0.10
H 1.550 1.777 -0.130 0.08
H 0.142 1.893 0.746 0.09
H 2.134 -0.453 0.999 0.07
H 1.960 0.875 2.145 0.07
H 0.665 -0.319 1.939 0.06
```